# 1
Entry from the OMol25 dataset: C3H3F2NS2 in the gas phase in a non-equilibrium geometry (the ωB97M-V functional and the def2-TZVPD basis).

Geometry (Å):
C -0.870 -1.166 -0.783
C 0.077 0.070 -0.689
C 0.914 1.339 1.194
H -1.234 -1.273 -1.794
H -0.433 -0.139 1.253
H 0.731 1.407 2.265
N 0.126 0.423 0.640
F -0.172 -2.304 -0.491
F -1.998 -1.052 -0.021
S 0.809 0.423 -2.086
S 2.050 2.272 0.513

Results
- SMILES: FC(F)C(=S)NC=S
- 2S+1: 1
- Highest occupied orbital energy: -8.483 eV
- LUMO level: -1.060 eV

***

# 2
Entry from the OMol25 dataset: a molecular structure, C11H30AlI2N8O16S in a non-equilibrium geometry (the ωB97M-V functional and the def2-TZVPD basis).

Geometry (Å):
C 6.698 -0.427 0.339
C 5.304 -0.414 0.888
I 4.603 -2.384 1.269
C 4.491 0.590 1.185
I 5.202 2.567 0.764
Al 2.628 0.517 2.047
S 0.998 -0.061 0.561
H 6.869 -1.231 -0.367
H 7.392 -0.586 1.174
H 6.960 0.518 -0.132
H 2.648 -0.398 3.371
H 2.275 2.021 2.446
H 1.217 -1.355 0.303
C 0.815 2.650 -1.665
N 0.468 2.778 -3.104
O 1.331 2.630 -3.939
O -0.701 3.025 -3.356
H 1.871 2.428 -1.571
H 0.561 3.595 -1.192
H 0.217 1.841 -1.254
C 10.962 -1.192 -1.829
N 9.473 -1.161 -1.844
O 8.886 -2.090 -1.335
O 8.958 -0.197 -2.367
H 11.278 -2.101 -1.333
H 11.294 -1.161 -2.862
H 11.297 -0.308 -1.296
C 1.239 -5.487 -1.656
N 2.021 -4.294 -1.229
O 2.987 -3.976 -1.888
O 1.611 -3.722 -0.242
H 1.706 -5.906 -2.541
H 1.243 -6.189 -0.829
H 0.230 -5.150 -1.856
C -3.781 3.629 -3.324
N -5.258 3.660 -3.140
O -5.794 2.703 -2.617
O -5.843 4.651 -3.526
H -3.394 2.695 -2.937
H -3.585 3.728 -4.387
H -3.372 4.476 -2.784
C -3.045 -5.907 1.174
N -1.785 -5.714 0.405
O -1.873 -5.228 -0.704
O -0.758 -6.053 0.950
H -3.871 -5.557 0.567
H -3.127 -6.967 1.395
H -2.951 -5.332 2.090
C -6.205 0.943 -1.181
N -5.306 -0.095 -0.611
O -4.113 0.063 -0.713
O -5.848 -1.048 -0.080
H -5.601 1.727 -1.623
H -6.821 0.452 -1.929
H -6.813 1.315 -0.364
C -2.168 2.501 3.865
N -0.838 2.962 3.377
O -0.830 3.666 2.384
O 0.135 2.607 3.996
H -2.927 2.898 3.204
H -2.165 1.416 3.849
H -2.284 2.869 4.880
C -6.854 2.906 3.568
N -5.834 2.008 2.958
O -5.811 1.918 1.748
O -5.087 1.436 3.719
H -7.439 3.348 2.771
H -7.466 2.296 4.225
H -6.318 3.660 4.137

Results
- 2S+1: 1
- Highest occupied orbital energy: -4.672 eV
- Total charge: -1
- LUMO level: 1.449 eV

***

# 3
Entry from the OMol25 dataset: a molecular structure, C36H31BBrN7O2Pb in a non-equilibrium geometry (the ωB97M-V functional and the def2-TZVPD basis).

Geometry (Å):
Pb 0.541 -0.047 0.817
C -0.754 -2.116 -4.541
C -0.662 -2.194 -3.050
C -1.273 -3.154 -2.274
C -0.962 -2.786 -0.928
N -0.169 -1.701 -0.941
N -0.005 -1.308 -2.280
B 0.682 0.088 -2.666
N 2.193 0.110 -2.209
N 2.571 -0.051 -0.847
C 3.922 0.074 -0.826
C 4.425 0.271 -2.139
C 3.306 0.296 -2.958
C 3.309 0.458 -4.437
C 4.727 -0.056 0.346
C 6.111 -0.236 0.146
C 6.976 -0.246 1.244
C 6.486 -0.078 2.549
C 5.102 0.043 2.762
C 4.234 0.093 1.663
N -0.065 1.340 -2.217
N 0.007 1.801 -0.871
C -0.881 2.811 -0.795
C -1.430 3.138 -2.078
C -0.886 2.181 -2.938
C -1.130 2.115 -4.413
C -1.247 3.506 0.416
C -2.489 4.222 0.431
C -2.936 4.767 1.633
C -2.201 4.584 2.830
C -1.001 3.838 2.821
C -0.497 3.356 1.634
C -1.434 -3.410 0.258
C -2.736 -3.995 0.187
C -3.230 -4.690 1.258
C -2.507 -4.679 2.483
C -1.265 -4.057 2.598
C -0.716 -3.436 1.463
H -1.106 -3.112 -4.879
H 0.200 -1.931 -5.002
H -1.510 -1.363 -4.944
H -1.899 -4.010 -2.585
H 0.772 0.064 -3.902
H 5.428 0.650 -2.361
H 4.380 0.371 -4.771
H 2.924 1.442 -4.760
H 2.708 -0.313 -4.953
H 6.482 -0.499 -0.833
H 8.040 -0.376 1.104
H 7.185 -0.212 3.392
H 4.760 0.173 3.774
H 3.186 0.323 1.899
H -2.105 4.002 -2.248
H -2.233 2.361 -4.542
H -0.988 1.143 -4.832
H -0.664 2.934 -4.979
H -3.074 4.270 -0.472
H -3.884 5.261 1.705
H -2.566 5.015 3.730
H -0.508 3.637 3.792
H 0.537 2.968 1.627
H -3.274 -3.890 -0.743
H -4.132 -5.243 1.168
H -2.944 -5.292 3.297
H -0.686 -4.073 3.506
H 0.261 -2.960 1.489
Br -4.860 -0.376 0.299
C -4.119 -0.350 2.032
C -4.962 -0.751 3.110
N -4.471 -0.703 4.312
C -3.235 -0.239 4.561
C -2.320 0.017 3.536
C -2.813 0.061 2.257
C -0.852 0.289 3.950
O -0.696 0.800 5.052
O 0.060 -0.120 3.137
H -6.005 -1.092 2.957
H -2.902 -0.141 5.581
H -2.232 0.412 1.407

Results
- 2S+1: 1
- Highest occupied orbital energy: -8.472 eV
- LUMO level: -0.355 eV

***

# 4
Entry from the OMol25 dataset: a molecular structure, C50H40N6O4P2Rb (the ωB97M-V functional and the def2-TZVPD basis).

Geometry (Å):
Rb 0.760 -0.523 0.498
O -3.610 1.653 3.606
C -2.536 1.284 2.865
O -2.613 1.139 1.674
C -1.302 1.098 3.693
C -1.329 1.253 5.066
C -0.133 1.082 5.757
C 1.009 0.782 5.049
C 0.949 0.668 3.659
N -0.201 0.814 2.997
C 2.167 0.354 2.788
O 2.606 -0.807 2.888
O 2.464 1.261 1.981
H -4.338 1.759 2.973
H -2.251 1.496 5.574
H -0.102 1.187 6.834
H 1.961 0.631 5.542
N 0.179 2.040 -2.593
P -0.585 0.507 -2.598
C -2.357 0.977 -2.717
C -2.999 1.346 -3.899
C -4.287 1.865 -3.868
C -4.943 2.030 -2.651
C -4.318 1.652 -1.472
C -3.036 1.114 -1.503
C -0.232 -0.100 -4.273
C 0.794 0.418 -5.056
C 1.094 -0.159 -6.286
C 0.381 -1.256 -6.737
C -0.649 -1.775 -5.962
C -0.951 -1.203 -4.739
P 0.841 2.550 -1.097
C 1.962 3.863 -1.721
C 3.081 3.444 -2.447
C 3.977 4.368 -2.958
C 3.780 5.726 -2.739
C 2.683 6.153 -2.007
C 1.776 5.227 -1.501
C -0.441 3.539 -0.249
C -1.568 4.094 -0.846
C -2.500 4.781 -0.079
C -2.309 4.921 1.290
C -1.188 4.365 1.896
C -0.264 3.666 1.132
H -0.106 2.733 -3.279
H -2.483 1.224 -4.846
H -4.778 2.148 -4.791
H -5.945 2.444 -2.630
H -4.814 1.779 -0.516
H -2.554 0.834 -0.571
H 1.376 1.257 -4.694
H 1.909 0.238 -6.879
H 0.648 -1.738 -7.667
H -1.185 -2.655 -6.296
H -1.752 -1.623 -4.136
H 3.248 2.384 -2.603
H 4.839 4.027 -3.520
H 4.485 6.447 -3.134
H 2.529 7.210 -1.827
H 0.920 5.566 -0.931
H -1.735 3.970 -1.912
H -3.382 5.198 -0.550
H -3.039 5.456 1.886
H -1.044 4.457 2.966
H 0.592 3.187 1.603
C -3.972 -2.727 0.840
C -2.816 -2.018 1.122
N -1.868 -1.786 0.216
C -2.050 -2.281 -1.003
C -3.161 -3.027 -1.390
C -4.144 -3.243 -0.436
C -3.187 -3.642 -2.731
C -4.185 -3.641 -3.606
C -5.452 -2.899 -3.500
C -5.531 -1.616 -2.969
C -6.770 -1.010 -2.963
N -7.870 -1.602 -3.433
C -7.682 -2.819 -3.934
N -6.538 -3.493 -4.006
H -4.709 -2.894 1.614
H -2.630 -1.633 2.119
H -1.241 -2.118 -1.706
H -5.018 -3.835 -0.685
H -2.282 -4.185 -2.996
H -4.100 -4.241 -4.506
H -4.651 -1.104 -2.601
H -6.890 -0.005 -2.573
H -8.559 -3.317 -4.335
C 0.858 -3.711 0.971
C 1.123 -3.700 -0.372
C 2.317 -3.099 -0.943
C 2.576 -3.113 -2.284
C 1.709 -3.740 -3.215
C 0.538 -4.342 -2.691
C 0.249 -4.323 -1.357
C 2.035 -3.845 -4.588
N 2.313 -3.956 -5.709
H 1.593 -3.352 1.684
H -0.079 -4.074 1.377
H 3.041 -2.652 -0.268
H 3.495 -2.666 -2.647
H -0.119 -4.879 -3.371
H -0.612 -4.874 -0.992

Results
- 2S+1: 1
- Highest occupied orbital energy: -2.938 eV
- Total charge: -1
- LUMO level: 1.719 eV

***

# 5
Entry from the OMol25 dataset: C5H8O2 in the gas phase (the ωB97M-V functional and the def2-TZVPD basis).

Geometry (Å):
C -0.134 -1.431 -0.098
O 1.001 -1.252 -0.968
C 1.708 -0.219 -0.450
C 1.114 0.435 0.550
C -0.289 -0.123 0.696
C -1.336 0.825 0.080
O -0.935 1.334 -1.167
H 0.091 -2.276 0.565
H -1.004 -1.672 -0.714
H 2.668 -0.050 -0.927
H 0.002 1.575 -1.080
H 1.522 1.281 1.088
H -0.573 -0.330 1.734
H -2.264 0.268 -0.102
H -1.570 1.635 0.791

Results
- SMILES: OC[C@@H]1C=COC1
- 2S+1: 1
- Highest occupied orbital energy: -8.801 eV
- LUMO level: 0.962 eV

***

# 6
Entry from the OMol25 dataset: Cl2H3PSi in the gas phase in a non-equilibrium geometry (the ωB97M-V functional and the def2-TZVPD basis).

Geometry (Å):
Si 0.743 0.375 0.021
P -1.325 -0.499 0.870
Cl 1.808 -1.382 0.075
Cl 1.434 2.117 0.818
H 0.601 0.615 -1.512
H -1.117 -1.544 -0.153
H -2.144 0.317 -0.118

Results
- SMILES: P[SiH](Cl)Cl
- 2S+1: 1
- Highest occupied orbital energy: -9.814 eV
- LUMO level: 0.489 eV

***

# 7
Entry from the OMol25 dataset: 8 unconnected molecules or ions with the total composition C49H38Cl2F3NO30P in a non-equilibrium geometry (the ωB97M-V functional and the def2-TZVPD basis).

Geometry (Å):
C 3.213 -2.525 -0.101
C 2.080 -1.495 -0.056
Cl 2.119 -0.399 1.330
C 1.130 -1.416 -0.978
Cl 1.206 -2.658 -2.304
C -0.021 -0.449 -1.107
C -0.790 -0.329 0.263
C -2.340 -0.584 0.136
C -2.894 -0.682 -1.279
F -4.270 -0.795 -1.158
F -2.718 0.395 -2.026
F -2.544 -1.794 -1.932
P 0.612 1.176 -1.610
N -0.426 2.366 -1.369
O 0.887 1.058 -3.218
O 2.048 1.584 -0.921
H 4.077 -2.105 0.458
H 2.897 -3.468 0.382
H 3.568 -2.710 -1.121
H -0.571 0.639 0.748
H -0.392 -1.124 0.909
H -2.601 -1.524 0.644
H -2.914 0.218 0.640
H -1.257 1.993 -0.917
H 0.646 1.931 -3.588
H 1.870 2.141 -0.151
C 1.776 2.625 -6.543
C 0.884 3.424 -5.947
C 0.598 4.802 -6.457
O -0.235 5.482 -5.892
C 1.346 5.271 -7.622
C 2.240 4.474 -8.215
C 2.505 3.086 -7.720
O 3.316 2.397 -8.310
O 2.945 4.870 -9.282
O 0.201 3.033 -4.866
H 1.988 1.627 -6.183
H 1.145 6.274 -7.971
H 3.514 4.112 -9.515
H -0.378 3.783 -4.625
C -2.085 -4.739 -0.468
C -2.459 -5.994 -0.739
C -2.392 -7.075 0.294
O -2.763 -8.198 0.001
C -1.877 -6.732 1.615
C -1.499 -5.477 1.888
C -1.593 -4.390 0.860
O -1.254 -3.264 1.166
O -1.021 -5.125 3.084
O -2.913 -6.353 -1.947
H -2.130 -3.949 -1.206
H -1.818 -7.527 2.346
H -0.826 -4.168 3.011
H -3.114 -7.305 -1.879
C -2.572 -8.313 7.772
C -3.480 -7.511 8.336
C -3.824 -6.177 7.747
O -4.673 -5.495 8.292
C -3.118 -5.755 6.544
C -2.205 -6.555 5.978
C -1.881 -7.901 6.553
O -1.058 -8.600 5.993
O -1.540 -6.196 4.876
O -4.131 -7.853 9.453
H -2.317 -9.278 8.187
H -3.363 -4.783 6.138
H -0.946 -6.945 4.675
H -4.728 -7.105 9.648
C 3.831 4.604 -0.814
C 2.626 4.986 -1.277
C 2.348 6.413 -1.648
O 1.252 6.712 -2.080
C 3.419 7.390 -1.467
C 4.612 7.005 -1.003
C 4.899 5.575 -0.657
O 6.015 5.283 -0.256
O 5.616 7.872 -0.822
O 1.638 4.129 -1.426
H 4.045 3.579 -0.545
H 3.203 8.419 -1.720
H 6.361 7.339 -0.482
H 0.886 4.647 -1.774
C -9.958 -1.418 -0.069
C -8.983 -0.792 0.599
C -7.701 -0.397 -0.069
O -6.858 0.187 0.581
C -7.528 -0.742 -1.478
C -8.503 -1.371 -2.144
C -9.793 -1.740 -1.482
O -10.657 -2.296 -2.138
O -8.378 -1.703 -3.435
O -9.097 -0.483 1.894
H -10.888 -1.706 0.402
H -6.592 -0.468 -1.946
H -9.216 -2.143 -3.675
H -8.260 -0.037 2.131
C 8.216 0.978 0.371
C 6.967 0.493 0.393
C 6.538 -0.605 -0.529
O 5.400 -1.020 -0.452
C 7.514 -1.124 -1.484
C 8.758 -0.636 -1.507
C 9.196 0.444 -0.566
O 10.348 0.839 -0.618
O 9.680 -1.084 -2.369
O 6.043 0.959 1.234
H 8.539 1.770 1.032
H 7.187 -1.905 -2.157
H 10.489 -0.571 -2.177
H 5.228 0.447 1.051
C -0.874 4.357 3.834
C 0.086 5.000 4.505
C 1.357 5.430 3.841
O 2.190 6.031 4.500
C 1.541 5.105 2.436
C 0.583 4.456 1.754
C -0.704 4.049 2.414
O -1.554 3.481 1.762
O 0.731 4.145 0.466
O -0.034 5.298 5.807
H -1.796 4.045 4.304
H 2.472 5.406 1.974
H -0.098 3.673 0.187
H 0.792 5.760 6.045

Results
- 2S+1: 1
- Highest occupied orbital energy: -3.819 eV
- Total charge: -1
- LUMO level: -0.326 eV

***

# 8
Entry from the OMol25 dataset: 2 unconnected molecules or ions with the total composition C5H11NO2 in a non-equilibrium geometry (the ωB97M-V functional and the def2-TZVPD basis).

Geometry (Å):
C -0.824 -2.330 -0.383
N -1.287 -0.984 0.075
C -0.315 0.028 0.189
C 0.192 0.650 -1.058
C 1.188 -0.253 -1.613
O 0.959 1.851 -0.603
C -0.221 0.454 1.483
O -0.833 -0.123 2.477
H -1.704 -2.968 -0.449
H -0.025 -2.685 0.299
H -0.366 -2.195 -1.374
H -1.799 -1.025 1.013
H 3.092 4.012 -1.612
H -0.730 0.985 -1.450
H 2.004 -0.464 -0.955
H 1.413 -0.368 -2.676
H 3.810 3.802 -1.446
H 1.726 1.357 -0.336
H 0.457 1.316 1.755

Results
- 2S+1: 2
- Highest occupied orbital energy (alpha / beta): -14.019 / -15.785 eV
- Total charge: +1
- LUMO level (alpha / beta): -7.918 / -7.969 eV

***

# 9
Entry from the OMol25 dataset: a molecular structure, C12H16N2O4S in a non-equilibrium geometry (the ωB97M-V functional and the def2-TZVPD basis).

Geometry (Å):
C -4.313 4.293 1.037
C -3.722 3.050 0.875
O -4.367 2.115 0.378
N -2.304 2.973 1.213
C -1.262 1.975 1.294
C -0.041 2.023 1.600
C 0.850 0.893 1.667
C 0.535 -0.131 1.128
C -0.772 -0.440 0.771
C -1.796 0.581 0.868
H -2.860 0.296 0.349
H -1.032 -1.483 0.438
S 1.753 -1.443 1.325
O 1.040 -2.665 1.857
O 3.021 -0.947 1.514
N 1.563 -2.117 -0.406
C 2.061 -3.334 -0.538
H 1.510 -4.081 0.011
C 1.728 -3.528 -2.273
H 2.135 -4.727 -2.466
O 2.527 -2.677 -3.056
C 1.945 -1.597 -2.837
H 2.481 -0.796 -3.527
C 2.164 -1.183 -1.317
H 1.925 0.144 -1.310
H 3.270 -0.933 -1.096
H 0.981 -1.304 -2.794
H 0.649 -3.588 -2.519
H 3.133 -3.536 -0.462
H 1.824 1.213 1.864
H 0.207 3.141 1.677
H -1.781 3.861 1.464
H -4.193 4.643 2.015
H -5.197 4.291 0.826
H -3.663 5.016 0.426

Results
- 2S+1: 1
- Highest occupied orbital energy: -8.556 eV
- LUMO level: 0.397 eV

***

For the records above, the corresponding DFT total energy values read -31754.194, -90186.247, -128329.743, -88866.643, -9408.524, -42261.882, -156828.213, -10934.747, -34698.338 eV.